one) {
  "formula": "C3H12NO2",
  "method": "ωB97M-V/def2-TZVPD",
  "s2": 0.75,
  "multiplicity": 2,
  "species": ["C", "O", "C", "C", "N", "H", "H", "H", "H", "H", "H", "H", "H", "H", "H", "H", "H", "O"],
  "coordinates": [[-0.820, 0.822, 0.394], [-1.485, 1.605, -0.623], [0.579, 0.917, -0.050], [1.453, 0.062, 0.934], [0.601, 0.171, -1.407], [-1.011, 1.449, 1.356], [-1.366, -0.050, 0.627], [-2.424, 1.574, -0.359], [1.191, 1.953, -0.024], [1.582, 0.580, 2.008], [2.426, -0.209, 0.558], [0.865, -0.898, 1.170], [1.522, 0.009, -1.749], [-0.086, -0.674, -1.348], [0.048, 0.792, -2.174], [-1.688, -2.984, -0.111], [-0.358, -2.773, 0.587], [-1.029, -2.344, 0.211]],
  "mulliken_charge": [-0.5718, -0.1338, -0.7042, -1.1285, -2.1853, 0.2888, 0.5725, 0.2039, 0.0228, 0.3109, 0.5275, 0.2001, 1.1666, 0.6895, 0.7603, 0.3114, 0.2397, -0.5704]
}

---

two) {
  "formula": "C3H12NO2",
  "method": "ωB97M-V/def2-TZVPD",
  "s2": 0.75,
  "multiplicity": 2,
  "species": ["C", "C", "C", "N", "H", "H", "H", "H", "H", "H", "H", "H", "H", "H", "O", "H", "H", "O"],
  "coordinates": [[-0.415, -0.554, 2.118], [0.247, -0.366, 0.815], [1.012, -1.272, 0.172], [-0.275, 0.776, -0.013], [0.476, -0.370, 2.793], [-0.956, 0.260, 2.636], [-0.824, -1.604, 2.316], [1.356, -1.230, -0.848], [1.465, -2.094, 0.669], [0.514, 1.273, -0.516], [-0.647, 1.588, 0.460], [-0.992, 0.411, -0.736], [1.655, 3.453, -2.131], [2.681, 2.338, -1.802], [1.735, 2.490, -1.857], [-1.750, -2.001, -1.810], [-3.098, -1.686, -1.072], [-2.185, -1.412, -1.195]],
  "mulliken_charge": [-1.1498, 0.4619, -1.3630, -0.4336, 0.2765, 0.3942, 0.2403, 0.2994, 0.3101, 0.2548, 0.5768, 0.3262, 0.3352, 0.3197, -0.7242, 0.3421, 0.3464, -0.8129]
}

---

The most stable of them is two).

---

one) {
  "formula": "CH6N2O",
  "method": "ωB97M-V/def2-TZVPD",
  "species": ["C", "N", "N", "O", "H", "H", "H", "H", "H", "H"],
  "coordinates": [[-0.876, -0.289, -0.237], [1.206, 0.960, -0.090], [0.208, 0.218, 0.580], [-2.095, 0.474, 0.127], [-0.837, -0.099, -1.304], [-1.062, -1.380, 0.072], [1.832, 1.185, 0.714], [1.558, 0.923, -1.093], [1.038, -1.360, 0.906], [-1.777, 1.389, 0.420]],
  "mulliken_charge": [-0.0929, -0.3434, -0.4114, -0.5404, 0.2758, 0.2219, 0.2745, 0.2474, 0.0655, 0.3030]
}

---

two) {
  "formula": "CH6N2O",
  "method": "ωB97M-V/def2-TZVPD",
  "species": ["C", "N", "N", "O", "H", "H", "H", "H", "H", "H"],
  "coordinates": [[-1.993, -0.381, -0.763], [3.154, 0.914, 0.734], [1.057, 0.204, 0.463], [1.960, 1.030, 0.815], [-2.731, -0.917, 0.049], [-1.346, 0.300, -0.353], [-1.283, -1.156, -1.154], [3.532, -0.093, 0.446], [-2.700, -0.265, -1.492], [0.350, 0.364, 1.255]],
  "mulliken_charge": [-0.9105, -0.1912, -0.3938, 0.0748, 0.1937, 0.1589, 0.2452, 0.2558, 0.3253, 0.2420]
}

---

three) {
  "formula": "CH6N2O",
  "method": "ωB97M-V/def2-TZVPD",
  "species": ["C", "N", "N", "O", "H", "H", "H", "H", "H", "H"],
  "coordinates": [[1.482, -0.014, -1.372], [-1.006, -0.287, 0.864], [-1.183, 0.774, 1.715], [1.590, -0.949, -0.616], [1.600, -0.210, -2.439], [1.028, 0.910, -1.078], [-1.522, -1.086, 1.236], [-0.056, -0.640, 0.536], [-0.631, 1.559, 1.325], [-1.300, -0.057, -0.170]],
  "mulliken_charge": [-0.1300, -0.0858, -0.8555, -0.4493, 0.2484, 0.2804, 0.3301, 0.2727, 0.0905, 0.2986]
}

---

The most stable of them is three).

---

one) {
  "formula": "C3H10NO2",
  "method": "ωB97M-V/def2-TZVPD",
  "charge": -1,
  "species": ["C", "N", "C", "C", "O", "H", "H", "H", "H", "H", "H", "H", "H", "H", "H", "O"],
  "coordinates": [[1.150, -1.062, 0.551], [-0.006, -0.455, -0.069], [-0.004, 1.019, -0.057], [-1.063, 1.465, 1.010], [-2.133, 0.653, 1.022], [1.146, -2.150, 0.379], [1.248, -0.888, 1.627], [2.038, -0.679, 0.038], [-0.915, -0.630, 0.404], [-0.242, 1.378, -1.053], [0.979, 1.405, 0.221], [-1.299, 2.533, 0.792], [-0.501, 1.477, 1.968], [0.005, -1.249, -1.482], [-0.470, -1.110, -2.942], [0.068, -1.706, -2.410]],
  "mulliken_charge": [-1.0095, -0.1523, -0.7178, -0.3382, -0.9198, 0.3104, 0.3294, 0.3366, 0.2177, 0.2452, 0.3083, 0.2647, 0.1416, 0.5109, 0.2708, -0.7979]
}

---

two) {
  "formula": "C3H10NO2",
  "method": "ωB97M-V/def2-TZVPD",
  "charge": -1,
  "species": ["C", "N", "C", "O", "C", "H", "H", "H", "H", "H", "H", "H", "H", "H", "H", "O"],
  "coordinates": [[1.013, 0.577, 0.756], [0.824, -0.329, -0.386], [0.482, -1.743, -0.183], [-0.838, -2.081, -0.484], [0.280, 1.915, 0.526], [2.083, 0.706, 0.895], [0.579, 0.174, 1.687], [0.025, 0.030, -0.896], [1.130, -2.372, -0.830], [0.667, -2.055, 0.868], [0.938, 2.764, 0.325], [-0.334, 1.881, -0.378], [-0.373, 2.144, 1.362], [-2.743, -0.242, -0.678], [-1.518, -1.082, -1.081], [-2.215, -0.289, -1.502]],
  "mulliken_charge": [-0.2224, -0.4875, -0.2285, -0.8109, -1.0166, 0.2828, 0.2604, 0.1920, 0.1587, 0.2572, 0.2645, 0.3622, 0.2501, 0.2653, 0.3069, -0.8342]
}

---

The most stable of them is two).